1.
Density functional theory data (ωB97M-V with the def2-TZVPD basis set) for C4H5FN2 in the gas phase.

```
12
Properties=species:S:1:pos:R:3:mulliken_charge:R:1
C 0.662 -0.379 0.568 -0.437
C 1.058 -1.562 -0.058 -0.088
C -0.826 0.354 -1.370 -0.018
C -0.652 0.219 0.114 -0.345
N -0.500 -0.473 -2.290 -0.370
N 0.141 -2.036 -0.961 -0.184
F 0.633 -3.075 -1.665 -0.163
H 1.304 0.351 1.109 0.287
H 1.961 -2.196 -0.061 0.417
H -1.387 1.228 -1.694 0.377
H -1.589 -0.275 0.434 0.252
H -0.589 1.295 0.588 0.272
```

**LUMO level (alpha / beta)**: -0.75 / 0.06 eV
**Charge**: 0
**Frontier orbital gap (alpha / beta)**: 8.072 / 8.891 eV
**Highest occupied orbital energy (alpha / beta)**: -8.819 / -8.829 eV
**ΔE to the lowest compared entry with this formula, charge and spin**: 5.946 eV
**Total energy**: -364.5848 a.u.



2.
Density functional theory data (ωB97M-V with the def2-TZVPD basis set) for C28H54Cl4N3O5 as an isolated structure.

```
94
Properties=species:S:1:pos:R:3:mulliken_charge:R:1
C 5.110 1.582 2.617 -1.414
C 4.448 0.835 1.436 0.338
C 4.266 1.757 0.209 -1.911
C 2.860 1.798 -0.411 0.445
C 1.694 1.799 0.577 -0.640
C 0.360 1.903 -0.212 0.441
C -0.478 3.128 0.151 -2.035
C -1.271 2.998 1.455 -1.402
C -2.531 2.140 1.352 -0.493
C -3.202 1.706 2.678 0.113
C -2.585 2.204 4.026 -0.842
C -2.057 1.107 4.936 -0.015
O -2.789 0.464 5.676 -0.482
N -3.129 0.204 2.671 -0.402
C -2.468 -0.122 1.463 -1.285
N -1.965 -1.289 1.261 0.698
C -1.329 -1.589 -0.065 -0.349
O -0.663 -2.779 -0.075 -0.446
C 0.656 -2.676 0.476 -0.285
C 1.643 -1.962 -0.448 1.583
O 2.636 -2.852 -0.898 -0.519
C 3.949 -2.392 -0.643 -0.300
C 4.328 -1.170 -1.482 -0.706
C -2.077 -2.309 2.308 -1.342
C -1.085 -2.018 3.432 0.722
C -0.182 -3.128 3.794 -1.103
O -1.294 -2.698 4.599 -0.521
N -2.460 0.918 0.534 1.768
C -3.701 0.626 -0.285 -0.544
C -3.475 0.553 -1.819 -0.122
C -2.064 0.861 -2.313 0.714
O -1.904 2.244 -2.626 -0.700
H 5.598 2.493 2.287 0.333
H 4.404 1.820 3.410 0.303
H 5.880 0.952 3.058 0.369
H 3.534 0.334 1.739 0.069
H 5.152 0.051 1.164 0.294
H 4.604 2.773 0.392 0.719
H 4.931 1.377 -0.568 0.438
H 2.787 2.737 -0.965 0.550
H 2.683 1.010 -1.144 -0.426
H 1.656 0.847 1.108 -0.086
H 1.775 2.571 1.344 0.563
H 0.597 1.974 -1.272 0.404
H -0.196 0.987 -0.041 -0.239
H -1.154 3.444 -0.643 0.358
H 0.213 3.960 0.298 0.672
H -1.607 3.993 1.744 0.564
H -0.605 2.658 2.251 0.645
H -3.252 2.801 0.869 0.516
H -4.240 2.009 2.750 0.466
H -3.382 2.675 4.595 0.450
H -1.812 2.958 3.902 0.418
H -0.966 0.902 4.978 0.370
H -4.084 -0.079 2.430 0.365
H -2.134 -1.661 -0.795 0.008
H -0.697 -0.752 -0.362 -0.114
H 0.653 -2.255 1.480 -0.065
H 1.022 -3.695 0.568 0.551
H 2.122 -1.160 0.121 -0.261
H 1.121 -1.471 -1.272 -1.230
H 4.142 -2.237 0.422 0.275
H 4.609 -3.199 -0.955 0.447
H 3.827 -1.238 -2.444 0.309
H 3.966 -0.273 -0.973 -0.323
H 5.405 -1.075 -1.570 0.521
H -3.058 -2.330 2.773 0.405
H -1.860 -3.302 1.940 0.773
H -0.679 -1.017 3.475 0.491
H -0.409 -4.122 3.446 0.358
H 0.764 -2.833 4.221 0.363
H -4.502 1.332 -0.072 0.516
H -4.086 -0.348 0.023 0.434
H -3.718 -0.458 -2.171 -1.110
H -4.165 1.229 -2.319 0.529
H -1.935 0.333 -3.254 0.695
H -1.285 0.497 -1.649 -0.443
H -2.441 2.738 -2.004 0.440
Cl -1.118 -2.382 -3.108 0.142
C -2.204 -3.583 -3.863 -0.914
C -3.450 -2.932 -4.408 -0.348
Cl -4.468 -2.283 -3.090 -0.192
H -2.436 -4.333 -3.111 0.326
H -1.656 -4.065 -4.671 0.417
H -4.044 -3.659 -4.958 0.402
H -3.214 -2.106 -5.074 0.296
Cl 2.748 2.495 -3.873 -0.167
C 2.325 0.991 -4.729 -0.484
C 1.113 0.325 -4.130 -0.792
Cl 1.451 -0.325 -2.503 0.331
H 3.191 0.336 -4.706 0.296
H 2.119 1.259 -5.764 0.442
H 0.806 -0.516 -4.750 0.468
H 0.278 1.017 -4.047 0.129
```

**LUMO level**: -2.85 eV
**Charge**: +1
**Frontier orbital gap**: 8.932 eV
**Highest occupied orbital energy**: -11.786 eV
**Total energy**: -3480.0979 a.u.



3.
Density functional theory data (ωB97M-V with the def2-TZVPD basis set) for a 9-piece molecular cluster, C31H60F12O23S5 overall.

```
131
Properties=species:S:1:pos:R:3:mulliken_charge:R:1
O -1.568 4.333 -1.043 -0.741
S -1.713 4.148 0.361 0.990
O -2.109 2.900 0.912 -0.181
O -0.347 4.512 1.107 0.014
C 0.519 5.441 0.442 -0.172
C 1.788 5.555 1.257 -1.330
C -2.746 5.418 1.022 -1.010
H 0.031 6.407 0.275 0.318
H 0.769 5.101 -0.566 0.188
H 2.347 4.623 1.241 0.250
H 1.533 5.748 2.305 0.398
H 2.383 6.420 0.967 0.400
H -2.267 6.382 0.876 0.398
H -2.840 5.203 2.083 0.206
H -3.707 5.376 0.516 0.328
O 0.495 2.924 5.098 -0.602
S -0.318 1.795 5.413 1.241
O 0.209 0.750 6.215 -0.703
O -1.607 2.334 6.206 -0.307
C -2.021 3.704 5.974 0.112
C -1.234 4.714 6.791 -1.336
C -1.042 1.073 3.977 -0.405
H -3.085 3.734 6.202 0.442
H -1.925 3.891 4.900 0.027
H -0.995 5.608 6.220 0.311
H -0.314 4.305 7.205 0.316
H -1.770 5.006 7.701 0.371
H -1.613 1.795 3.404 -0.101
H -1.653 0.238 4.304 0.268
H -0.180 0.710 3.422 0.303
O -2.535 -4.971 -3.438 -0.669
S -1.895 -4.051 -2.558 1.018
O -0.638 -3.504 -2.914 -0.470
O -2.873 -2.814 -2.281 -0.186
C -4.297 -3.090 -2.414 -0.352
C -5.039 -1.962 -1.765 -0.992
C -1.868 -4.716 -0.929 -0.881
H -4.566 -4.050 -1.972 0.415
H -4.516 -3.126 -3.480 0.262
H -4.894 -1.913 -0.687 0.318
H -6.097 -2.078 -2.005 0.443
H -4.704 -1.017 -2.193 0.054
H -1.141 -5.531 -0.945 0.404
H -2.838 -5.107 -0.650 0.396
H -1.454 -3.944 -0.284 0.171
O -0.826 -0.429 1.359 -0.671
S -0.014 -0.392 0.194 1.255
O 1.208 0.340 0.134 -0.685
O 0.248 -1.909 -0.222 -0.227
C 1.484 -2.229 -0.926 0.028
C 1.804 -3.679 -0.636 -0.852
C -1.016 0.065 -1.195 0.311
H 2.308 -1.572 -0.669 0.688
H 1.222 -2.115 -1.981 0.130
H 0.902 -4.289 -0.629 -0.005
H 2.286 -3.771 0.338 0.375
H 2.432 -4.123 -1.407 -0.097
H -1.528 0.995 -0.963 -0.221
H -1.724 -0.746 -1.353 -0.198
H -0.358 0.102 -2.060 0.186
O -6.440 0.069 5.953 -0.652
S -5.069 -0.340 5.937 1.128
O -4.734 -1.720 5.975 -0.637
O -4.367 0.297 4.660 -0.168
C -5.185 0.797 3.577 -0.614
C -4.263 1.217 2.453 -0.331
C -4.199 0.589 7.168 -0.429
H -5.747 1.662 3.941 0.319
H -5.939 0.072 3.264 0.421
H -4.899 1.492 1.608 0.272
H -3.486 0.518 2.160 0.124
H -3.810 2.172 2.730 -0.018
H -4.819 0.784 8.038 0.411
H -3.899 1.505 6.677 -0.192
H -3.332 0.015 7.489 0.333
C 3.274 4.261 -1.941 -1.352
C 2.413 3.094 -2.328 0.153
O 3.263 1.946 -2.532 -0.254
C 2.691 0.924 -3.115 0.335
O 1.539 0.819 -3.419 -0.656
C 3.730 -0.185 -3.363 0.983
F 4.333 -0.545 -2.233 -0.190
F 3.149 -1.272 -3.878 -0.240
F 4.648 0.243 -4.232 -0.298
H 4.046 4.439 -2.691 0.388
H 3.741 4.147 -0.965 0.310
H 2.658 5.161 -1.885 0.407
H 1.738 3.271 -3.163 0.366
H 1.748 2.823 -1.497 0.057
C -8.784 1.663 -3.252 -1.106
C -7.766 2.668 -3.772 -0.211
O -6.656 2.801 -2.877 -0.288
C -5.697 1.900 -2.952 0.167
O -5.680 0.919 -3.627 -0.552
C -4.534 2.241 -2.007 1.100
F -4.584 1.428 -0.940 -0.164
F -3.378 2.018 -2.618 -0.221
F -4.564 3.496 -1.561 -0.290
H -9.714 1.740 -3.811 0.377
H -8.975 1.857 -2.194 0.307
H -8.402 0.645 -3.317 0.294
H -8.228 3.644 -3.892 0.346
H -7.387 2.355 -4.747 0.296
C 9.967 -4.606 0.485 -1.176
C 8.529 -5.058 0.354 -0.317
O 7.699 -3.912 0.111 -0.118
C 6.443 -3.961 0.513 0.131
O 5.905 -4.851 1.085 -0.568
C 5.664 -2.695 0.106 1.045
F 4.869 -2.980 -0.938 -0.162
F 4.875 -2.303 1.109 -0.254
F 6.458 -1.688 -0.228 -0.263
H 10.446 -4.335 -0.450 0.293
H 10.511 -5.474 0.883 0.392
H 10.104 -3.848 1.256 0.313
H 8.212 -5.642 1.214 0.436
H 8.447 -5.731 -0.502 0.230
C 3.590 -4.340 -3.982 -0.126
C 4.869 -4.802 -4.616 -0.497
O 5.886 -3.799 -4.433 -0.323
C 6.748 -3.969 -3.450 0.477
O 6.889 -4.935 -2.761 -0.552
C 7.703 -2.759 -3.364 0.818
F 7.042 -1.598 -3.526 -0.191
F 8.301 -2.749 -2.176 -0.179
F 8.632 -2.848 -4.335 -0.291
H 3.244 -3.416 -4.451 0.175
H 3.716 -4.147 -2.917 -0.473
H 2.777 -5.046 -4.148 0.502
H 4.763 -4.890 -5.695 0.351
H 5.185 -5.763 -4.216 0.356
```

**LUMO level**: 0.06 eV
**Charge**: 0
**Frontier orbital gap**: 10.896 eV
**Highest occupied orbital energy**: -10.832 eV
**Total energy**: -6137.0761 a.u.
**SMILES**: CCOC(=O)C(F)(F)F.CCOC(=O)C(F)(F)F.CCOC(=O)C(F)(F)F.CCOC(=O)C(F)(F)F.CCOS(C)(=O)=O.CCOS(C)(=O)=O.CCOS(C)(=O)=O.CCOS(C)(=O)=O.CCOS(C)(=O)=O